1.
DFT (ωB97M-V with the def2-TZVPD basis set) results for a structure of composition C32H46BrCdN3P2 at a distorted geometry.

```
85
Properties=species:S:1:pos:R:3:forces:R:3
N 10.0720 -1.2952 -0.7352 -0.1 0.1 0.0
C 9.7752 -0.2250 0.0143 -0.7 -0.3 -0.2
C 8.4548 0.1891 0.2591 -0.4 -0.5 -0.6
C 7.3810 -0.5197 -0.3420 1.3 -0.4 -0.6
C 7.7230 -1.5978 -1.2019 0.7 0.2 0.3
C 9.0789 -1.9628 -1.3374 -0.7 0.5 0.4
C 5.9798 -0.1756 -0.1050 -0.9 -0.8 -0.4
Cd -0.8906 0.5792 0.1701 -0.4 1.2 0.9
P -4.6499 -2.5183 2.4974 2.6 0.9 -1.2
C 4.9262 -0.8889 -0.5983 1.3 0.4 0.3
C 3.5843 -0.5821 -0.1579 -0.7 0.4 0.1
C 2.6488 -1.6200 0.0049 -0.2 0.4 0.2
C 1.3944 -1.3464 0.5770 0.6 -0.5 -0.4
C 1.1162 -0.0221 0.8462 0.7 -0.2 0.2
C 1.9725 1.0462 0.6879 1.1 0.1 -0.3
C 3.2379 0.7479 0.1439 -0.7 -0.1 0.2
Br -1.4738 0.4360 2.7730 0.2 0.1 -1.1
H 5.7617 0.6602 0.5768 0.3 -0.5 -0.3
H 5.0188 -1.7629 -1.2599 0.3 0.4 0.5
H 8.2619 1.0751 0.8642 0.0 -0.3 0.0
H 6.9760 -2.1559 -1.7797 0.3 0.3 0.4
H 10.6139 0.3245 0.4517 -0.3 -0.2 -0.2
H 9.3535 -2.8390 -1.9435 -0.1 0.5 0.3
H 2.9527 -2.6308 -0.2801 -0.3 0.2 0.2
H 3.9685 1.5365 -0.0576 -0.4 -0.2 0.1
H 0.6809 -2.1608 0.7287 0.2 0.3 0.1
H 1.7141 2.0873 0.8955 0.0 -0.4 0.1
P -1.1624 -0.1527 -2.1559 0.1 0.0 0.0
C -3.3621 -1.9140 3.6050 -0.9 0.4 0.9
C -3.4568 -2.6106 4.9524 0.2 -0.1 0.4
H -3.5205 -0.8332 3.7177 0.0 -0.3 0.0
H -2.3972 -2.0697 3.1017 -0.4 0.0 0.0
H -2.8907 -2.0352 5.6947 -0.1 -0.4 -0.1
H -4.5062 -2.6658 5.2696 0.4 0.0 0.2
H -3.0579 -3.6295 4.8805 -0.1 0.2 0.2
C -3.7149 -3.7022 1.4847 -0.7 -0.7 0.4
C -4.6899 -4.7813 1.0125 0.0 -0.4 -0.4
H -2.9185 -4.1261 2.1134 -0.2 0.1 -0.2
H -3.2646 -3.1239 0.6637 -0.1 -0.1 0.2
H -4.1480 -5.6463 0.6166 -0.2 0.2 -0.1
H -5.3272 -5.1312 1.8358 0.3 0.0 -0.2
H -5.3572 -4.3799 0.2401 0.1 -0.2 0.1
C -5.0443 -1.1483 1.3704 -1.2 -0.6 -0.1
C -6.2679 -0.4031 1.9079 -0.2 0.3 -0.1
H -5.2899 -1.6349 0.4169 0.1 0.2 0.0
H -4.1401 -0.5311 1.2624 -0.1 -0.2 0.2
H -6.6443 0.2977 1.1549 0.1 0.0 0.3
H -7.0779 -1.1087 2.1384 0.2 0.2 -0.1
H -6.0186 0.1366 2.8291 -0.1 0.0 -0.2
C -2.5045 0.8201 -2.9223 -0.2 0.2 0.2
C -2.3497 1.2181 -4.3844 -0.2 0.1 -0.3
H -2.6494 1.7122 -2.2935 -0.1 -0.3 -0.2
H -3.3962 0.1899 -2.7944 0.1 0.2 0.0
H -1.6418 2.0465 -4.5214 -0.1 -0.3 0.1
H -2.0316 0.3796 -5.0169 -0.1 0.2 0.1
H -3.3273 1.5583 -4.7495 0.3 -0.1 0.0
C -1.7245 -1.8873 -2.1628 -0.5 -0.1 -0.1
C -0.6606 -2.9247 -2.5205 0.1 -0.3 -0.1
H -2.5645 -1.8998 -2.8758 0.2 -0.3 0.2
H -2.1453 -2.0750 -1.1579 0.1 0.0 -0.4
H -0.3764 -2.8583 -3.5838 -0.1 0.0 0.5
H 0.2527 -2.8264 -1.9095 -0.4 0.0 -0.2
H -1.0788 -3.9252 -2.3452 0.2 0.2 -0.1
C 0.3298 -0.0964 -3.2057 -0.1 -0.3 0.0
C 1.0437 1.2515 -3.2423 0.2 0.3 -0.1
H 0.0024 -0.4124 -4.2095 0.3 0.1 0.2
H 1.0153 -0.8708 -2.8224 -0.3 0.2 -0.1
H 2.1102 1.0804 -3.4389 -0.3 0.2 0.0
H 0.6521 1.8947 -4.0411 0.1 -0.1 0.2
H 0.9732 1.8021 -2.2939 0.1 -0.2 -0.1
N -0.8100 4.9288 -0.8895 0.0 0.5 0.0
C -0.7531 3.6010 -1.1030 -0.1 0.3 1.5
N -0.6325 2.9368 0.0516 0.2 -0.4 -1.1
C -0.5688 3.8928 1.0690 -0.3 0.8 -0.1
C -0.4428 3.7894 2.4621 -0.3 0.0 0.2
C -0.6963 4.9341 3.2338 0.3 -0.4 -0.4
C -0.9276 6.1908 2.6351 0.0 0.0 -1.1
C -0.9141 6.3270 1.2253 0.0 0.3 1.0
C -0.7360 5.1618 0.4874 -0.2 -0.3 -0.2
H -0.8819 5.6552 -1.5986 0.0 -0.4 0.3
H -0.8365 3.1907 -2.1007 0.1 -0.1 0.2
H -0.2048 2.8124 2.8936 -0.3 0.6 0.1
H -0.7231 4.8574 4.3257 0.2 0.0 -0.5
H -1.1144 7.0660 3.2732 0.1 -0.5 -0.4
H -1.0626 7.2934 0.7216 0.1 -0.5 0.4
```
Positions in Å, forces in eV/Å.

Results
**Net charge**: +2
**DFT total energy**: -4835.0790 Ha
**Energy relative to the best compared isomer or geometry (same formula, charge and spin)**: 0.0 kJ/mol
**HOMO-LUMO gap (alpha / beta)**: 0.20467 / 0.13580 hartree

2.
DFT (ωB97M-V with the def2-TZVPD basis set) results for a structure of composition C32H46Cl2OP4Pb at a distorted geometry.

```
86
Properties=species:S:1:pos:R:3:forces:R:3
P 1.2016 3.2800 -0.9099 -1.3 -2.7 1.3
C 0.4608 4.1319 0.4336 0.5 0.0 0.4
C 1.5592 4.9053 0.9046 -0.7 0.3 -0.2
H 2.5703 4.5563 0.6728 -0.2 0.4 0.1
C 1.3058 6.1167 1.5172 -0.1 -0.1 0.4
H 2.1489 6.7497 1.7790 -0.3 0.0 0.1
C -0.0255 6.4817 1.7689 0.4 0.1 -0.1
H -0.2031 7.4496 2.2400 -0.1 -0.3 -0.2
C -1.1014 5.6409 1.4449 0.1 -0.3 0.1
H -2.1133 5.9631 1.6951 0.3 -0.2 0.0
C -0.8784 4.4247 0.7915 0.5 0.4 -0.3
H -1.6996 3.7325 0.5633 0.4 0.5 -0.2
C 2.3852 2.0132 -0.4186 0.2 -0.8 -0.2
C 2.7566 1.5856 0.8870 0.1 0.5 -0.3
H 2.1024 1.7843 1.7483 0.4 0.2 -0.4
C 3.9771 0.9191 1.0612 -0.2 0.0 -0.3
H 4.3296 0.6385 2.0610 -0.3 0.1 -0.4
C 4.7882 0.6435 -0.0514 0.1 0.1 -0.2
H 5.7698 0.1863 0.0827 -0.3 0.1 0.1
C 4.3672 0.9512 -1.3523 -0.2 -0.3 0.1
H 4.9898 0.7473 -2.2267 -0.2 -0.1 0.4
C 3.1334 1.5590 -1.5351 0.0 0.8 0.3
H 2.7621 1.8076 -2.5366 0.4 0.0 0.3
C 0.1619 2.8838 -2.3135 0.4 0.9 -0.2
C 0.4606 4.0678 -3.0295 -0.3 -0.5 -0.3
H 1.0470 4.8281 -2.4885 -0.3 0.1 -0.8
C 0.0709 4.2075 -4.3461 -0.4 -0.2 -0.1
H 0.3655 5.1126 -4.8740 -0.3 -0.3 -0.2
C -0.6839 3.1734 -4.9272 0.3 0.5 0.0
H -0.9810 3.3059 -5.9688 0.0 -0.2 0.3
C -1.0485 2.0181 -4.2137 0.3 0.2 0.4
H -1.6529 1.2551 -4.7207 0.3 0.3 0.4
C -0.6239 1.8501 -2.8803 0.2 0.5 -0.1
H -0.9388 0.9775 -2.2939 0.2 0.4 -0.3
Pb -2.4699 -1.2863 2.0870 -2.8 -3.8 1.2
C -0.6445 -2.8033 0.5912 0.3 -1.3 0.1
C 0.4410 -2.5666 -0.1704 0.0 -0.6 -0.2
H -0.9818 -3.8342 0.7717 0.6 0.0 -0.1
C 0.8619 -1.1312 -0.6026 -0.7 1.8 -0.4
O 0.7570 -0.9765 -2.0938 1.1 0.4 1.5
H 0.8462 -0.0147 -2.3172 0.1 -1.2 0.4
C -0.2518 -0.4000 -0.0486 -3.3 -0.1 3.1
H 1.7996 -0.7413 -0.0626 -0.7 -0.7 -1.5
C -1.3305 -0.3196 0.6836 6.7 5.0 -6.0
Cl -3.8558 0.8789 2.2697 0.1 0.1 0.2
P -3.7821 -1.6300 -0.5388 -1.2 0.1 -0.4
P -0.3904 -1.2968 3.8734 -0.3 0.0 0.2
C -5.5347 -1.5372 0.0278 0.4 -0.1 0.0
H -5.6485 -0.6053 0.6031 -0.1 -0.3 -0.3
H -5.6957 -2.3895 0.7034 -0.1 0.3 -0.3
H -6.2162 -1.5619 -0.8384 0.2 0.0 0.4
C -3.8142 -0.3968 -1.9200 0.2 0.3 0.0
H -3.0262 -0.6053 -2.6638 -0.3 -0.1 0.3
H -3.6149 0.6060 -1.5100 -0.2 -0.2 -0.1
H -4.8009 -0.3913 -2.4209 0.5 0.0 0.2
C -3.7174 -3.2096 -1.4709 0.2 0.0 0.3
H -3.7842 -4.0137 -0.7237 -0.1 0.2 -0.4
H -2.7404 -3.2705 -1.9751 -0.3 0.0 0.0
H -4.5409 -3.2653 -2.2032 0.4 0.0 0.3
C -1.4244 -1.7555 5.3008 0.2 0.1 0.0
H -1.6765 -2.8242 5.2255 0.1 0.3 0.1
H -2.3631 -1.1769 5.2747 0.4 -0.2 0.1
H -0.8557 -1.5311 6.2131 -0.4 -0.3 0.0
C 0.9794 -2.4840 3.8248 0.1 -0.1 -0.1
H 1.6757 -2.1992 3.0189 -0.2 -0.1 0.4
H 0.5720 -3.4825 3.5988 0.2 0.3 0.2
H 1.4848 -2.4757 4.8037 0.0 -0.2 -0.4
C 0.3332 0.3242 4.2801 0.0 0.1 0.0
H -0.3735 1.1220 3.9938 0.3 -0.3 0.2
H 1.2740 0.4669 3.7224 -0.3 -0.1 0.3
H 0.5136 0.3461 5.3670 0.1 0.2 -0.4
P 1.5736 -3.7558 -0.9329 0.1 0.0 -0.5
C 1.4011 -5.3996 -0.2537 -0.1 -0.5 0.4
C 3.2825 -3.2071 -0.6628 0.2 0.0 0.2
H 0.3625 -5.7325 -0.3090 0.0 0.2 0.0
H 1.7131 -5.4289 0.7931 -0.1 0.2 0.0
H 2.0058 -6.1431 -0.7856 0.0 0.4 -0.1
H 3.4702 -2.2413 -1.1523 -0.2 -0.2 0.1
H 4.0196 -3.9310 -1.0462 -0.4 0.1 0.0
H 3.4556 -3.0929 0.4152 -0.1 0.0 -0.2
C 1.3555 -3.8755 -2.7256 -0.1 0.0 -0.3
H 0.3362 -4.2100 -2.9522 0.1 0.1 0.1
H 2.0529 -4.5851 -3.1960 -0.1 0.1 0.4
H 1.5071 -2.8870 -3.1731 -0.1 -0.2 0.2
H -1.5892 0.7743 0.7531 -0.5 -0.6 0.2
Cl -3.7143 -3.8002 1.9891 0.6 0.8 0.4
```
Positions in Å, forces in eV/Å.

Results
**Net charge**: +2
**DFT total energy**: -3800.0271 Ha
**Energy relative to the best compared isomer or geometry (same formula, charge and spin)**: 597.7 kJ/mol
**HOMO-LUMO gap (alpha / beta)**: 0.19719 / 0.14891 hartree

3.
DFT (ωB97M-V with the def2-TZVPD basis set) results for a structure of composition C32H46ClFOP4V at a distorted geometry.

```
86
Properties=species:S:1:pos:R:3:forces:R:3
P -0.6017 -1.7183 -2.9962 0.8 0.9 2.7
C -0.0360 -3.2740 -2.4651 -0.3 -0.4 0.4
C -1.1102 -4.1139 -2.8325 0.7 -0.5 -0.3
H -2.0943 -3.6716 -2.9555 0.0 -0.3 -0.2
C -0.8500 -5.4320 -3.1521 -0.2 -0.4 0.1
H -1.6544 -6.0313 -3.5730 0.2 -0.1 0.2
C 0.4366 -5.9472 -2.9770 -0.2 0.3 -0.2
H 0.6350 -6.9800 -3.2711 0.0 0.4 0.2
C 1.4634 -5.1402 -2.4593 0.0 0.0 0.2
H 2.4453 -5.5878 -2.3219 -0.2 0.2 0.2
C 1.2461 -3.7940 -2.1632 -0.5 -0.1 -0.6
H 2.0130 -3.1630 -1.7111 -0.1 -0.2 -0.5
C -1.9910 -1.0849 -2.1051 -0.5 0.7 0.5
C -2.6580 -1.6240 -0.9750 0.0 0.1 -0.6
H -2.1414 -2.3125 -0.3040 -0.2 -0.1 -0.4
C -3.9773 -1.2365 -0.7334 0.1 0.1 0.0
H -4.5423 -1.6689 0.0855 0.2 0.0 0.0
C -4.6251 -0.3204 -1.5706 0.2 -0.1 -0.3
H -5.6848 -0.0994 -1.4431 0.3 -0.1 0.1
C -3.9218 0.2836 -2.6138 0.1 0.2 0.2
H -4.4071 0.9694 -3.2952 -0.1 0.1 0.2
C -2.5891 -0.0338 -2.8280 -0.4 -0.6 0.1
H -2.0120 0.4410 -3.6134 -0.2 0.0 -0.2
C 0.6195 -0.5592 -3.5438 -0.1 -0.4 -0.8
C 0.5918 -0.9944 -4.8848 0.7 0.9 -0.1
H 0.0042 -1.8899 -5.0954 0.3 0.2 -0.6
C 1.2613 -0.2797 -5.8614 0.2 0.1 0.0
H 1.1668 -0.6174 -6.8830 0.2 0.2 -0.1
C 2.0118 0.8425 -5.4971 -0.4 -0.3 -0.2
H 2.5228 1.4016 -6.2811 -0.1 -0.1 0.3
C 2.0878 1.2440 -4.1574 -0.2 -0.2 0.1
H 2.6907 2.1168 -3.9108 -0.1 -0.3 0.1
C 1.3944 0.5565 -3.1532 -0.1 -0.4 -0.3
H 1.4839 0.8547 -2.1069 -0.1 -0.1 -0.4
V 1.4805 0.0838 2.5156 -0.6 1.2 1.3
C 0.1762 1.8150 2.4631 0.8 -0.1 0.9
C -0.6902 2.0403 1.4731 -0.5 0.7 -0.8
H 0.2594 2.5381 3.2828 -0.2 -0.2 0.0
C -0.6577 1.0873 0.2711 -1.8 0.8 -0.3
O -0.3395 1.8790 -0.9438 -0.2 -1.0 0.8
H -0.4686 1.3481 -1.7570 -0.1 0.2 0.8
C 0.3366 0.1828 0.7652 5.4 -3.2 1.9
H -1.6348 0.5241 0.0835 1.0 0.8 0.3
C 1.4144 -0.6410 0.8470 -4.5 0.5 -5.1
Cl 2.9068 -2.0411 2.6197 -0.8 0.9 0.3
P 3.3561 1.3200 1.6740 1.4 0.6 -0.1
P -0.2358 -1.2838 3.5123 -0.5 -0.8 1.3
C 4.8923 0.7868 2.4732 -0.1 0.0 0.2
H 5.0409 -0.2800 2.2817 0.0 0.2 0.0
H 4.7659 0.9242 3.5511 0.1 0.0 -0.1
H 5.7427 1.3678 2.1021 -0.1 0.0 0.1
C 3.7516 1.2332 -0.0975 -0.1 -0.2 -0.3
H 3.0929 1.8811 -0.6817 0.0 0.0 0.1
H 3.6233 0.2112 -0.4626 0.1 0.0 0.1
H 4.7846 1.5430 -0.2761 -0.1 0.0 0.1
C 3.2498 3.0987 1.9735 -0.1 0.2 0.2
H 3.0423 3.2408 3.0383 0.1 0.1 -0.1
H 2.4224 3.5201 1.3935 0.1 0.0 0.0
H 4.1885 3.5943 1.7008 -0.2 0.0 0.1
C 0.4480 -1.9460 5.0548 0.1 0.0 0.1
H 0.5507 -1.1224 5.7664 0.0 -0.1 0.0
H 1.4538 -2.3267 4.8487 -0.2 0.0 0.0
H -0.1867 -2.7418 5.4597 0.1 0.2 0.0
C -1.7553 -0.4329 4.0156 -0.3 0.2 0.1
H -2.2922 -0.0783 3.1280 0.0 -0.1 0.1
H -1.4825 0.4426 4.6166 -0.1 -0.2 0.0
H -2.4122 -1.0914 4.5995 0.2 0.2 -0.1
C -0.8446 -2.7557 2.6300 0.1 -0.1 -0.3
H -0.0086 -3.2213 2.0944 -0.1 0.0 0.2
H -1.6207 -2.4797 1.9058 0.1 0.0 0.1
H -1.2621 -3.4768 3.3464 0.1 0.2 -0.2
P -1.7832 3.4624 1.4081 1.2 -1.5 -0.1
C -1.8454 4.1494 3.0370 -0.4 0.5 0.2
C -3.3704 2.8329 0.8895 -0.5 0.3 0.0
H -0.8584 4.4937 3.3585 -0.2 0.0 -0.1
H -2.2352 3.4271 3.7604 0.1 0.1 -0.2
H -2.5243 5.0026 2.9779 0.0 0.1 0.3
H -3.3321 2.4310 -0.1313 0.1 0.2 0.2
H -4.0675 3.6771 0.9305 -0.2 -0.3 -0.1
H -3.7163 2.0457 1.5720 0.1 0.2 -0.1
C -1.1505 4.6264 0.2234 -0.3 0.6 -0.1
H -0.1288 4.9244 0.4842 -0.2 -0.1 0.0
H -1.8091 5.4999 0.2604 0.2 0.1 -0.2
H -1.1494 4.1891 -0.7802 0.0 0.0 0.3
H 1.4698 -1.3716 0.0417 1.5 -0.3 0.4
F 2.2349 0.7304 4.3478 -0.9 -0.6 -2.1
```
Positions in Å, forces in eV/Å.

Results
**2S+1**: 2
**Net charge**: +2
**DFT total energy**: -4190.9880 Ha
**HOMO-LUMO gap (alpha / beta)**: 0.26817 / 0.20225 hartree